Version i
Here is a cluster of 2 separate species, C4H10NO in total from OMol25. Energies are from ωB97M-V with the def2-TZVPD basis set.

Last columns: bonded neighbours and bond lengths (Å).
CARTESIAN COORDINATES (ANGSTROEM)
1 O 3.766 -1.370 0.926  C5 1.173
2 N 1.276 -1.238 0.997  C3 1.443, C4 1.462, C5 1.323
3 C 0.279 -2.109 1.570  N2 1.443, H8 1.144, H10 1.052, H12 1.153
4 C 0.784 -0.130 0.180  N2 1.462, H7 1.048, H9 1.063, H13 1.145
5 C 2.596 -1.313 0.995  O1 1.173, N2 1.323
6 C -2.158 2.489 -1.914  H11 1.103, H14 1.038, H15 1.098, H16 1.097
7 H 1.583 0.425 -0.209  C4 1.048
8 H 0.407 -2.359 2.680  C3 1.144
9 H 0.175 0.498 0.783  C4 1.063
10 H 0.265 -2.951 0.939  C3 1.052
11 H -1.521 3.310 -1.543  C6 1.103
12 H -0.739 -1.581 1.453  C3 1.153
13 H 0.358 -0.560 -0.793  C4 1.145
14 H -2.680 2.915 -2.704  C6 1.038
15 H -2.846 2.317 -1.075  C6 1.098
16 H -1.545 1.657 -2.283  C6 1.097

## Properties
Kohn-Sham gap (eV): 10.18
Total charge: +1
Highest occupied orbital energy (eV): -15.51

---

Version ii
Here is a cluster of 2 separate species, C4H10NO in total from OMol25. Energies are from ωB97M-V with the def2-TZVPD basis set.

Last columns: bonded neighbours and bond lengths (Å).
CARTESIAN COORDINATES (ANGSTROEM)
1 O 0.198 0.664 -1.531  C5 1.350, H13 0.983
2 N -0.340 1.430 0.761  C4 1.511, C5 1.592, H12 1.026, H15 1.037
3 C -2.231 -0.251 0.147  C4 1.506, H8 1.075, H11 1.134, H16 1.059
4 C -0.862 0.012 0.716  N2 1.511, C3 1.506, C5 1.516, H10 1.058
5 C 0.282 0.344 -0.223  O1 1.350, N2 1.592, C4 1.516
6 C 2.637 -0.563 0.281  H7 1.069, H9 1.103, H14 1.063
7 H 2.306 -0.120 1.195  C6 1.069
8 H -2.636 0.657 -0.264  C3 1.075
9 H 2.151 -1.518 0.022  C6 1.103
10 H -0.547 -0.602 1.517  C4 1.058
11 H -2.207 -1.084 -0.622  C3 1.134
12 H -0.899 2.168 0.318  N2 1.026
13 H -0.687 0.930 -1.865  O1 0.983
14 H 3.239 -0.136 -0.484  C6 1.063
15 H 0.127 1.669 1.656  N2 1.037
16 H -2.962 -0.606 0.828  C3 1.059

## Properties
Kohn-Sham gap (alpha / beta) (eV): 9.39 / 8.22
Total charge: +1
Highest occupied orbital energy (alpha / beta) (eV): -13.97 / -13.50

---

Short version: version i is the most stable of them.

---

Version i
Here is the ion C4H10NO with charge +1 from OMol25. Energies are from ωB97M-V with the def2-TZVPD basis set.

Last columns: bonded neighbours and bond lengths (Å).
CARTESIAN COORDINATES (ANGSTROEM)
1 O 0.134 -0.174 1.102  N2 1.474, C5 1.474
2 N -0.055 0.001 -0.350  O1 1.474, C4 1.504, C6 1.289
3 C 2.375 0.272 -0.398  C6 1.493, H7 1.032, H13 1.105, H15 1.079
4 C -1.392 -0.280 -0.980  N2 1.504, H8 1.165, H9 1.080, H10 1.037
5 C -1.170 -0.205 1.789  O1 1.474, H12 1.046, H14 1.121, H16 1.069
6 C 1.036 0.084 -1.030  N2 1.289, C3 1.493, H11 1.137
7 H 2.536 1.246 -0.699  C3 1.032
8 H -1.032 -0.622 -2.033  C4 1.165
9 H -1.893 -1.071 -0.443  C4 1.080
10 H -1.957 0.589 -1.003  C4 1.037
11 H 1.002 0.141 -2.165  C6 1.137
12 H -0.938 0.063 2.774  C5 1.046
13 H 2.451 -0.119 0.633  C3 1.105
14 H -1.587 -1.241 1.890  C5 1.121
15 H 3.167 -0.281 -0.880  C3 1.079
16 H -1.821 0.513 1.337  C5 1.069

## Properties
Kohn-Sham gap (eV): 11.02
SMILES: C/C=[N+](/C)OC
Total charge: +1
Highest occupied orbital energy (eV): -15.34

---

Version ii
Here is the ion C4H10NO with charge +1 from OMol25. Energies are from ωB97M-V with the def2-TZVPD basis set.

Last columns: bonded neighbours and bond lengths (Å).
CARTESIAN COORDINATES (ANGSTROEM)
1 O 1.667 0.885 0.321  N2 1.188
2 N 0.483 0.844 0.219  O1 1.188, C4 1.422, C6 1.439
3 C 0.603 -1.480 0.941  C6 1.518, H7 1.088, H11 1.086, H13 1.088
4 C -0.271 2.037 0.045  N2 1.422, H10 1.099, H14 1.093, H16 1.089
5 C -0.474 -0.781 -1.228  C6 1.547, H8 1.088, H9 1.087, H12 1.086
6 C -0.222 -0.409 0.252  N2 1.439, C3 1.518, C5 1.547, H15 1.095
7 H 1.511 -1.700 0.384  C3 1.088
8 H 0.468 -0.873 -1.764  C5 1.088
9 H -0.971 -1.748 -1.246  C5 1.087
10 H -0.552 2.418 1.036  C4 1.099
11 H 0.023 -2.394 1.023  C3 1.086
12 H -1.110 -0.061 -1.736  C5 1.086
13 H 0.888 -1.163 1.943  C3 1.088
14 H 0.342 2.812 -0.423  C4 1.093
15 H -1.189 -0.254 0.742  C6 1.095
16 H -1.194 1.867 -0.508  C4 1.089

## Properties
Kohn-Sham gap (eV): 10.37
SMILES: CC(C)[N+](C)=O
Total charge: +1
Highest occupied orbital energy (eV): -17.24

---

Version iii
Here is a cluster of 2 separate species, C4H10NO in total from OMol25. Energies are from ωB97M-V with the def2-TZVPD basis set.

Last columns: bonded neighbours and bond lengths (Å).
CARTESIAN COORDINATES (ANGSTROEM)
1 O -2.290 1.677 0.147  H9 0.960, H12 0.957
2 N -0.349 -0.463 -0.013  C3 1.302, C4 1.460, H10 1.021
3 C 0.951 -0.463 -0.093  N2 1.302, C6 1.378, H14 1.109
4 C -1.156 -1.679 0.010  N2 1.460, H8 1.153, H11 1.203, H15 1.107
5 C 3.112 0.512 0.019  C6 1.336, H7 1.069, H13 1.063
6 C 1.786 0.632 -0.089  C3 1.378, C5 1.336, H16 1.019
7 H 3.738 1.378 0.032  C5 1.069
8 H -1.083 -2.393 -0.894  C4 1.153
9 H -2.991 2.189 0.559  O1 0.960
10 H -0.804 0.446 0.082  N2 1.021
11 H -0.678 -2.270 0.942  C4 1.203
12 H -1.590 2.228 -0.200  O1 0.957
13 H 3.562 -0.450 0.054  C5 1.063
14 H 1.460 -1.410 0.181  C3 1.109
15 H -2.180 -1.319 0.228  C4 1.107
16 H 1.466 1.600 -0.107  C6 1.019

## Properties
Kohn-Sham gap (eV): 9.68
Total charge: +1
Highest occupied orbital energy (eV): -14.94

---

Short version: version iii is the most stable of them.